# 1
Entry from the Open Molecules 2025 dataset: a 3-piece molecular cluster, C4H14NO overall at a distorted geometry (ωB97M-V/def2-TZVPD).

XYZ file:
```
20
Properties=species:S:1:pos:R:3:nbo_charge:R:1
C 2.283 0.136 -0.320 -0.41
C 2.189 -0.720 0.885 -0.64
N -1.560 -0.703 1.067 -0.57
C -2.343 0.149 0.152 -0.20
C -1.552 1.422 -0.117 -0.66
H 1.186 0.212 -0.836 0.28
H 2.873 -0.339 -1.081 0.23
H 2.855 1.051 -0.131 0.26
H 1.525 -1.585 0.698 0.23
H 3.167 -1.150 1.186 0.29
H 1.803 -0.134 1.749 0.24
H -0.745 -0.931 0.481 0.37
H -3.363 0.380 0.454 0.25
H -2.234 -0.437 -0.846 0.28
H -0.683 1.054 -0.679 0.24
H -2.243 2.116 -0.585 0.24
H -1.466 2.005 0.801 0.25
H -1.919 -1.661 1.142 0.39
H 0.286 -0.474 -2.469 0.50
O -0.059 -0.391 -1.552 -0.58
```

Calculated values
- relative energy (zero: lowest compared OMol25 entry of this formula, charge and spin) (kJ/mol) = 856.5
- LUMO energy (eV) = -9.8089
- energy (eV) = -7898.077
- HOMO energy (hartree) = -0.526
- spin multiplicity = 1
- total charge = +1
- orbital gap (eV) = 4.498

# 2
Entry from the Open Molecules 2025 dataset: one molecule with the formula C11H19NO3 at a distorted geometry (ωB97M-V/def2-TZVPD).

XYZ file:
```
34
Properties=species:S:1:pos:R:3:nbo_charge:R:1
C 2.192 -0.078 -1.520 -0.04
C 2.412 0.423 -2.743 -0.40
C 1.127 -1.205 -1.516 -0.15
C 0.626 -0.396 0.544 0.35
C 2.797 0.198 -0.269 -0.01
C 3.170 1.578 0.069 -0.66
C -4.678 -1.024 0.856 -0.60
C -0.081 0.831 0.086 -0.50
C -3.536 -0.129 1.270 -0.40
C -1.310 0.958 0.973 -0.38
C -2.236 -0.168 0.447 -0.40
N 3.282 -0.836 0.562 0.49
O 3.105 -2.004 0.233 -0.45
O 3.826 -0.406 1.571 -0.46
O 0.640 -1.458 -0.164 -0.44
H 3.244 1.065 -2.830 0.19
H 1.894 0.271 -3.614 0.20
H 0.287 -0.798 -2.186 0.21
H 1.734 -2.070 -1.640 0.26
H 0.671 -0.827 1.568 0.21
H 4.248 1.595 0.096 0.23
H 2.810 1.704 1.066 0.24
H 3.028 2.319 -0.679 0.23
H -4.951 -0.882 -0.168 0.20
H -4.298 -2.168 0.763 0.18
H -5.579 -1.085 1.520 0.22
H -0.276 0.641 -0.894 0.21
H 0.444 1.782 0.169 0.24
H -3.491 -0.199 2.436 0.21
H -3.972 0.895 1.216 0.19
H -1.937 1.841 0.686 0.22
H -0.971 0.769 1.971 0.22
H -1.866 -1.151 0.663 0.21
H -2.356 0.012 -0.542 0.20
```

Calculated values
- relative energy (zero: lowest compared OMol25 entry of this formula, charge and spin) (kJ/mol) = 674.4
- LUMO energy (alpha / beta) (eV) = -0.0790 / -0.0776
- energy (eV) = -19339.739
- HOMO energy (alpha / beta) (hartree) = -0.290 / -0.290
- spin multiplicity = 1
- orbital gap (alpha / beta) (eV) = 7.806 / 7.808

# 3
Entry from the Open Molecules 2025 dataset: CH12NO5 as an isolated structure at a distorted geometry (ωB97M-V/def2-TZVPD).

XYZ file:
```
19
Properties=species:S:1:pos:R:3:nbo_charge:R:1
N -1.818 -0.926 0.665 -0.89
C -0.738 -1.926 0.456 0.12
O -0.308 -2.067 -0.839 -0.84
H -2.645 -1.499 0.733 0.35
H -1.793 -0.263 -0.091 0.36
H 0.123 -1.671 1.098 0.10
H -1.101 -2.888 0.849 0.11
H 2.460 -0.183 -0.044 0.52
H 2.507 -0.933 1.251 0.45
O 2.997 -0.254 0.770 -0.99
H 0.516 3.345 0.980 0.48
H -0.709 2.537 1.682 0.48
O -0.423 3.189 1.042 -0.96
H 0.409 -1.192 -1.130 0.49
H 0.788 -0.220 -2.294 0.45
O 1.092 -0.128 -1.381 -1.18
H -1.022 1.422 -0.960 0.44
H 0.206 1.497 -1.402 0.50
O -0.542 2.161 -1.383 -0.98
```

Calculated values
- relative energy (zero: lowest compared OMol25 entry of this formula, charge and spin) (kJ/mol) = 113.3
- LUMO energy (eV) = 3.8773
- energy (eV) = -12959.790
- HOMO energy (hartree) = -0.181
- spin multiplicity = 1
- total charge = -1
- orbital gap (eV) = 8.807